{"formula": "C25H43F3O3P2PdS", "method": "wB97M-V/def2-TZVPD", "relative_energy_ev": 3.5280, "total_energy_ev": -73786.971, "homo_energy_ev": [-12.74, -13.79], "lumo_ev": [-5.61, -9.60], "spin_multiplicity": 5, "charge": 2, "gap_ev": [7.13, 4.19], "s_squared": 6.0389, "symbols": ["Pd", "C", "C", "C", "C", "C", "C", "H", "H", "H", "C", "H", "H", "H", "C", "H", "H", "H", "C", "H", "H", "H", "C", "H", "H", "H", "C", "C", "C", "C", "C", "C", "C", "C", "H", "H", "H", "H", "H", "H", "H", "H", "H", "H", "H", "H", "P", "P", "C", "C", "H", "H", "H", "H", "C", "H", "H", "H", "C", "H", "H", "H", "C", "H", "H", "H", "C", "H", "H", "H", "F", "C", "F", "F", "S", "O", "O", "O"], "xyz": [[-0.028, 1.060, -2.648], [0.820, -1.661, 0.295], [-0.466, -1.956, -0.259], [0.649, -0.626, -1.815], [1.525, -0.888, -0.621], [-0.538, -1.464, -1.562], [1.405, -2.404, 1.444], [0.592, -2.826, 2.049], [2.041, -1.761, 2.066], [2.015, -3.244, 1.058], [2.988, -0.761, -0.647], [3.383, -0.864, 0.373], [3.362, 0.188, -1.058], [3.399, -1.594, -1.255], [1.391, -0.439, -3.111], [1.533, -1.432, -3.565], [2.372, 0.006, -2.927], [0.910, 0.158, -3.928], [-1.644, -1.690, -2.503], [-1.506, -2.603, -3.099], [-1.726, -0.842, -3.196], [-2.603, -1.806, -1.988], [-1.493, -2.811, 0.378], [-1.497, -3.812, -0.089], [-2.494, -2.360, 0.273], [-1.284, -2.949, 1.447], [-0.301, 1.914, 1.817], [-0.579, 0.726, 2.360], [-1.854, 0.055, 2.715], [-3.129, 0.735, 2.208], [-3.185, 0.682, 0.731], [-2.692, 1.594, -0.109], [-2.013, 2.886, 0.141], [-1.228, 3.038, 1.452], [-1.899, 0.003, 3.809], [-3.204, 1.770, 2.560], [-1.819, -0.990, 2.370], [-1.892, 3.234, 2.316], [0.756, 2.166, 1.698], [0.287, 0.244, 2.827], [-0.566, 3.916, 1.334], [-1.326, 3.067, -0.701], [-2.693, 1.345, -1.169], [-2.713, 3.757, 0.080], [-4.012, 0.218, 2.607], [-3.555, -0.260, 0.313], [-3.848, 5.554, -0.067], [-4.719, 5.865, -2.910], [-5.019, 6.991, -0.342], [-5.008, 7.377, -1.822], [-4.675, 7.821, 0.296], [-6.023, 6.678, -0.012], [-5.959, 7.855, -2.112], [-4.180, 8.074, -2.026], [-4.801, 6.825, -4.488], [-4.803, 6.118, -5.328], [-3.905, 7.458, -4.560], [-5.702, 7.456, -4.532], [-6.491, 5.320, -2.887], [-7.172, 6.176, -3.003], [-6.711, 4.800, -1.947], [-6.644, 4.619, -3.718], [-2.466, 6.525, 0.652], [-1.692, 5.857, 1.050], [-2.851, 7.170, 1.452], [-2.027, 7.143, -0.142], [-4.657, 4.942, 1.470], [-5.668, 4.592, 1.211], [-4.727, 5.758, 2.203], [-4.098, 4.099, 1.899], [4.894, -0.971, 2.825], [4.175, -0.293, 3.761], [3.225, -1.143, 4.248], [5.002, 0.053, 4.771], [3.345, 1.203, 3.006], [2.577, 1.765, 4.117], [4.475, 1.980, 2.526], [2.506, 0.604, 1.960]], "forces_ev_per_angstrom": [[-1.668, 2.573, 0.617], [-1.546, -1.254, -0.226], [1.209, -0.176, 1.119], [0.952, -1.551, 1.593], [-0.656, 0.620, -1.931], [0.856, 1.159, -0.256], [-0.057, 0.161, 0.307], [0.467, 0.073, 0.012], [-0.205, -0.348, -0.157], [-0.215, 0.355, 0.218], [0.635, 0.165, 0.521], [0.029, -0.058, -0.455], [-0.179, -0.295, 0.042], [-0.099, 0.357, 0.177], [1.405, -1.846, -0.121], [0.000, 0.389, -0.336], [-0.143, -0.234, -0.154], [-0.119, -0.062, -0.681], [-0.520, 0.084, -0.418], [0.098, 0.113, 0.063], [-0.046, -0.302, -0.020], [0.167, 0.009, -0.015], [-0.309, -0.263, 0.201], [-0.161, 0.337, 0.162], [0.286, -0.315, 0.020], [-0.192, -0.005, -0.360], [0.274, -0.192, -0.017], [0.883, 0.390, 0.648], [-0.483, 0.085, 0.272], [-0.553, 0.092, 0.435], [0.369, 0.099, -0.703], [-0.290, -0.717, -0.568], [0.407, 0.687, 0.382], [0.093, 0.423, 0.131], [0.011, -0.100, -0.021], [0.108, -0.316, 0.066], [-0.053, 0.255, 0.069], [0.255, 0.073, -0.535], [-0.387, -0.157, 0.165], [-0.129, -0.252, -0.611], [-0.477, -0.153, 0.168], [-0.032, -0.032, 0.163], [-0.336, -0.136, -0.052], [0.249, -0.750, -0.130], [0.258, 0.058, 0.046], [0.001, 0.331, -0.038], [-1.220, 2.126, 1.578], [-2.288, 2.336, 0.361], [-0.145, -0.245, -0.669], [0.722, -0.077, 0.341], [-0.207, -0.356, -0.148], [0.365, 0.089, -0.149], [0.456, -0.177, -0.100], [-0.320, -0.112, 0.050], [0.925, -0.574, -0.510], [-0.013, 0.340, 0.064], [-0.273, -0.157, -0.115], [0.259, -0.347, 0.248], [0.347, -0.991, 0.050], [0.409, -0.181, -0.003], [-0.072, 0.060, -0.242], [-0.129, 0.094, 0.268], [0.722, -0.471, -0.541], [-0.131, 0.258, -0.064], [0.001, -0.268, -0.234], [0.000, -0.076, 0.267], [0.040, -1.005, -0.264], [0.297, 0.071, 0.176], [0.087, -0.134, -0.305], [-0.214, 0.273, -0.004], [-0.872, 0.946, 0.763], [0.647, -1.304, 0.806], [0.806, 1.010, -0.555], [-1.029, -0.128, -1.220], [0.999, -1.887, 0.675], [0.279, 0.208, -1.124], [-1.173, 0.176, 0.082], [0.566, 1.128, 0.731]], "lowdin_charge": [0.631, -0.157, -0.163, -0.325, -0.133, -0.163, 0.006, 0.086, 0.059, 0.125, -0.015, 0.069, 0.105, 0.134, -0.130, 0.128, 0.079, 0.067, -0.010, 0.118, 0.075, 0.092, -0.018, 0.117, 0.082, 0.074, -0.086, -0.099, -0.159, -0.179, -0.093, -0.117, -0.218, -0.191, 0.132, 0.100, 0.099, 0.110, 0.085, 0.093, 0.107, 0.104, 0.084, -0.002, 0.126, 0.106, 0.928, 0.920, -0.393, -0.429, 0.095, 0.089, 0.095, 0.087, -0.271, 0.049, 0.050, 0.067, -0.268, 0.062, 0.039, 0.051, -0.224, 0.034, 0.068, 0.060, -0.225, 0.058, 0.074, 0.032, 0.126, -0.585, 0.118, 0.152, 0.599, -0.095, -0.106, -0.192]}